# 1
{"formula": "C7H12N2", "method": "ωB97M-V/def2-TZVPD", "symbols": ["C", "C", "C", "C", "C", "C", "C", "H", "H", "H", "H", "H", "H", "H", "H", "H", "H", "H", "H", "N", "N"], "xyz": [[-1.978, 0.264, 0.258], [-0.444, 0.414, -0.370], [-0.234, -0.724, -1.346], [-0.076, -1.812, -0.339], [0.716, -1.641, 0.647], [1.500, -0.398, 1.023], [0.822, 0.953, 0.144], [-1.692, 0.353, 1.548], [-2.703, 1.238, 0.202], [-2.388, -0.831, 0.060], [-2.020, 0.619, -1.723], [0.593, -0.892, -2.005], [-0.612, -2.713, -0.185], [0.824, -2.713, 1.097], [1.731, -0.164, 2.269], [2.453, -0.462, 0.404], [1.170, 1.302, -0.844], [1.396, 1.863, 2.289], [1.159, 2.874, 0.531], [-0.923, 0.451, -1.743], [0.674, 2.006, 1.208]], "lowdin_charge": [-0.062, -0.456, -0.254, -0.160, -0.167, -0.089, -0.338, 0.128, 0.111, 0.103, 0.132, 0.133, 0.090, 0.140, 0.156, 0.104, 0.139, 0.177, 0.138, 0.043, -0.068], "lumo_energy_ev": 0.75, "relative_energy_kcal_mol": 223.1, "orbital_gap_ev": 9.145, "homo_energy_ha": -0.30833, "e_tot_ev": -10423.80132, "max_force_ev_per_a": 6.61}

***

# 2
{"formula": "C3H2ClNO", "method": "ωB97M-V/def2-TZVPD", "symbols": ["C", "C", "C", "H", "H", "N", "O", "Cl"], "xyz": [[0.159, -0.155, 0.076], [-1.484, 0.057, -1.084], [-1.743, 0.787, -0.005], [-2.104, 0.164, -1.878], [-2.877, 0.783, 0.386], [-0.168, -0.378, -1.207], [-0.669, 0.551, 0.879], [1.760, -0.402, 0.529]], "lowdin_charge": [-0.846, -0.177, -0.101, 0.076, 0.175, 0.108, -0.002, 0.768], "lumo_energy_ev": 0.79, "relative_energy_kcal_mol": 28.7, "orbital_gap_ev": 10.401, "homo_energy_ha": -0.35334, "e_tot_ev": -19201.39921, "max_force_ev_per_a": 4.56}